Molecular formula: C30H24IN5O5Ru
Method: DFT, the ωB97M-V functional and the def2-TZVPD basis

The geometry in XYZ format:
```
66
Properties=species:S:1:pos:R:3:forces:R:3
Ru -0.06671 1.14995 -0.19221 -0.06 0.41 0.17
C -1.20188 0.03908 4.17204 -0.03 -0.01 0.01
C -2.22681 -0.20162 3.10477 0.09 0.03 0.04
N -3.40324 -0.67952 3.45382 -0.02 -0.03 0.01
C -4.33710 -0.88023 2.51892 0.04 0.07 0.02
C -4.14162 -0.63059 1.17711 0.01 -0.11 -0.04
C -5.29467 -0.83642 0.21869 0.03 0.05 -0.02
O -4.97019 -1.51511 -0.98136 -0.02 0.01 -0.04
C -2.87629 -0.16958 0.78301 -0.16 0.04 -0.07
C -2.54579 0.08125 -0.66162 0.12 0.01 -0.11
N -1.88104 1.35355 -0.77059 0.09 -0.31 -0.57
C -2.55916 2.50684 -1.15876 0.03 -0.11 0.41
C -3.78718 2.50416 -1.82615 -0.15 0.07 -0.07
C -4.38281 3.69934 -2.19519 0.03 -0.06 0.02
C -3.78987 4.92176 -1.90622 -0.01 0.01 -0.01
C -2.58012 4.95161 -1.22987 0.03 0.02 0.03
C -1.99982 3.75242 -0.87028 -0.05 -0.05 -0.01
I -0.20542 3.67304 0.19226 0.00 0.23 -0.01
C -1.91674 0.09575 1.75601 0.01 -0.10 0.10
O -0.70569 0.63840 1.54409 0.15 0.19 0.04
H -1.52550 -0.44478 5.08986 -0.01 0.01 0.00
H -1.08804 1.10942 4.36145 0.01 -0.01 -0.02
H -0.22476 -0.34365 3.87616 -0.01 -0.01 0.00
H -5.29167 -1.25949 2.86632 0.02 -0.01 0.02
H -5.69110 0.13290 -0.09580 -0.01 0.02 0.03
H -6.09952 -1.34515 0.75534 0.00 -0.02 0.00
H -4.41265 -2.27864 -0.78262 0.03 0.00 0.03
H -3.39847 -0.05949 -1.31536 0.00 -0.02 -0.01
H -4.27942 1.57373 -2.07423 0.02 0.00 0.01
H -5.32810 3.67272 -2.72020 0.00 0.00 0.00
H -4.26476 5.84663 -2.20169 0.00 0.00 0.01
H -2.10699 5.89386 -0.98634 -0.01 -0.01 0.00
O -2.38886 -2.81692 -0.70256 -0.07 0.01 0.01
C -1.42801 -2.11027 -0.81345 -0.07 -0.01 0.00
O -1.45722 -0.79556 -1.08921 0.24 0.19 0.05
C -0.02022 -2.58989 -0.65243 0.00 0.13 -0.11
C 0.28139 -3.91212 -1.02630 -0.05 -0.01 -0.04
C 1.56757 -4.33640 -0.88535 0.06 0.02 0.02
C 2.50713 -3.48921 -0.25619 -0.02 -0.03 -0.03
C 3.83899 -3.89647 0.00396 -0.01 -0.01 -0.01
C 4.67785 -3.09977 0.72400 -0.01 0.01 0.00
C 4.20568 -1.87718 1.25347 -0.03 -0.03 0.01
C 2.93853 -1.44564 0.99117 0.02 -0.04 0.09
C 2.07133 -2.21524 0.17984 -0.03 -0.03 0.00
N 0.82485 -1.73754 -0.12139 0.10 -0.13 0.21
H -0.50174 -4.53331 -1.43665 0.02 -0.01 0.00
H 1.87318 -5.32274 -1.21165 -0.01 0.00 0.01
H 4.16702 -4.86114 -0.36273 0.01 0.01 0.00
H 5.69358 -3.41365 0.92186 -0.01 0.01 0.00
H 4.85336 -1.28697 1.88901 0.01 -0.01 -0.01
H 2.55292 -0.54485 1.44457 0.00 -0.06 -0.03
N 4.96132 0.64960 -3.33922 -0.07 -0.08 0.02
C 5.18016 0.26520 -2.05913 -0.01 0.03 -0.02
O 5.98581 -0.57393 -1.72522 0.05 0.05 0.02
C 4.32454 0.94003 -1.01742 0.03 0.01 -0.01
C 4.92181 1.55056 0.07581 0.00 -0.04 0.03
C 4.11761 2.05724 1.08375 0.02 -0.02 -0.02
C 2.74789 1.91401 0.97621 -0.02 0.06 -0.02
N 2.16676 1.31384 -0.06963 -0.32 -0.34 -0.07
C 2.94558 0.84002 -1.04790 -0.02 0.02 -0.05
H 5.52380 0.23392 -4.06393 0.00 0.00 0.00
H 4.37282 1.42986 -3.56789 0.02 0.02 0.00
H 6.00125 1.60231 0.13992 -0.01 0.00 -0.01
H 4.54049 2.53795 1.95440 0.00 0.00 -0.01
H 2.08831 2.25602 1.76503 -0.01 0.00 0.00
H 2.44767 0.31609 -1.85617 -0.01 0.01 0.00
```
Positions in Å, forces in eV/Å.

## Properties
- net charge = +1
- E_HOMO (alpha / beta) (eV) = -10.5997 / -10.6159
- frontier orbital gap (alpha / beta) (eV) = 6.73 / 6.27
- E_LUMO (alpha / beta) (Eh) = -0.14224 / -0.15986
- molar mass (g/mol) = 762.5
- relative energy (zero: lowest compared OMol25 entry of this formula, charge and spin) (kcal per mole) = 33.6
- calculated total energy (hartree) = -2199.96939
- expectation value of S² = 0.76
- spin multiplicity = 2

***

Molecular formula: C30H24IN5Ru
Method: DFT, the ωB97M-V functional and the def2-TZVPD basis

The geometry in XYZ format:
```
61
Properties=species:S:1:pos:R:3:forces:R:3
Ru -0.82305 -0.24914 0.01041 0.93 -1.41 0.08
C 4.26775 -2.58964 -4.30289 0.02 -0.21 -0.19
C 3.48945 -1.99344 -3.18359 -0.04 0.19 0.59
C 3.86855 -2.19164 -1.84809 -0.33 0.17 -0.49
C 3.11375 -1.67274 -0.82489 -0.55 0.02 -0.08
C 1.92815 -0.94224 -1.05749 0.79 0.01 -2.06
N 1.24005 -0.41544 -0.00009 -2.90 0.04 0.24
C 1.95675 0.09256 1.05011 0.70 0.43 1.56
C 3.16935 0.77726 0.82851 -0.51 0.09 0.11
C 3.90805 1.29906 1.86321 -0.18 -0.15 0.27
C 3.49445 1.15066 3.19191 -0.11 -0.23 -0.43
C 4.28445 1.73606 4.30941 0.01 0.18 0.18
C 2.30495 0.48236 3.43371 0.04 0.15 -0.20
C 1.52675 -0.03154 2.40051 1.12 0.44 -1.02
N 0.34205 -0.68724 2.74781 -0.39 -0.60 0.58
C 0.11245 -1.35674 3.90301 -0.42 -0.03 -0.34
C -1.23815 -1.61724 3.97031 0.18 0.11 -0.04
C -1.77505 -1.07464 2.80761 0.36 0.20 0.12
N -0.80835 -0.52574 2.06491 -0.43 0.00 -0.02
C 1.52525 -0.76624 -2.41779 1.69 -0.82 1.39
C 2.33025 -1.28174 -3.43619 -0.13 -0.17 0.23
N 0.38505 -0.05954 -2.78309 -1.00 0.91 -0.64
C 0.14905 0.48656 -4.00549 -0.47 0.10 0.47
C -1.17705 0.85306 -4.05149 0.26 -0.12 -0.09
C -1.70195 0.50926 -2.81199 0.43 -0.27 0.01
N -0.74755 -0.02534 -2.04079 -0.41 0.04 -0.20
H 5.31375 -2.71464 -4.03759 0.09 0.01 -0.03
H 4.19635 -1.98234 -5.20189 0.06 0.02 -0.08
H 3.86095 -3.57494 -4.53469 0.08 -0.08 -0.10
H 4.75325 -2.76344 -1.62069 0.16 -0.09 0.02
H 3.40515 -1.84784 0.20161 0.04 0.05 0.01
H 3.48925 0.92526 -0.19349 0.06 -0.06 -0.01
H 4.81815 1.83646 1.64691 0.13 0.07 -0.02
H 5.32595 1.85426 4.02481 0.10 0.01 0.06
H 4.22415 1.11546 5.19981 0.07 -0.02 0.09
H 3.89065 2.72096 4.56401 0.06 0.06 0.07
H 1.94935 0.38416 4.44841 -0.03 0.04 0.12
H 0.90335 -1.63654 4.56721 0.22 0.08 0.09
H -1.76245 -2.13654 4.74421 -0.08 -0.09 0.19
H -2.80495 -1.02744 2.50621 -0.05 -0.06 -0.22
H 2.02115 -1.15664 -4.46249 -0.05 -0.04 -0.10
H 0.92275 0.62036 -4.73209 0.17 -0.10 -0.08
H -1.69615 1.30476 -4.86999 -0.07 0.12 -0.18
H -2.71625 0.60746 -2.46749 0.06 0.10 0.20
I -2.72955 -2.38794 -0.34729 -0.03 1.77 0.36
C -4.20535 -0.82554 -0.03259 -1.07 -1.00 -0.18
C -5.54995 -1.19984 -0.03729 2.10 -0.37 -0.02
C -6.51675 -0.21804 0.02841 -0.40 1.79 0.11
C -6.15985 1.12516 0.05861 -0.40 -1.08 -0.04
C -4.81155 1.51846 0.06161 0.34 -0.23 -0.03
C -4.42945 2.87286 0.03971 1.00 0.62 0.02
C -3.09045 3.26196 0.06931 -1.81 0.22 -0.07
C -2.10775 2.29586 0.13261 0.40 -1.89 0.25
C -2.44555 0.93576 0.12651 1.15 0.81 -0.44
C -3.78605 0.51576 0.05711 -0.23 0.24 -0.03
H -5.82425 -2.24064 -0.08849 -0.05 -0.13 -0.07
H -7.55845 -0.49254 0.03691 -0.14 -0.05 0.00
H -6.92245 1.88566 0.07951 -0.15 0.12 0.00
H -5.19955 3.62736 -0.01569 -0.11 0.06 0.08
H -2.83135 4.31006 0.05031 -0.02 0.08 -0.01
H -1.05145 2.58046 0.18061 -0.23 -0.03 0.00
```
Positions in Å, forces in eV/Å.

## Properties
- net charge = +1
- E_HOMO (alpha / beta) (eV) = -9.8983 / -9.9146
- frontier orbital gap (alpha / beta) (eV) = 5.71 / 5.69
- E_LUMO (alpha / beta) (Eh) = -0.15375 / -0.15518
- molar mass (g/mol) = 682.5
- relative energy (zero: lowest compared OMol25 entry of this formula, charge and spin) (kcal per mole) = 22.9
- calculated total energy (hartree) = -1823.72242
- expectation value of S² = 0.77
- spin multiplicity = 2